Record 1
Molecular formula: C22H54BO26
Method: DFT, ωB97M-V with the def2-TZVPD basis set

Summary:
Energy above the lowest of the compared OMol25 structures with the same formula, charge and spin: 0.0 kcal per mole
HOMO-LUMO gap: 9.3 eV
Spin multiplicity: 1
LUMO level: 1.826 eV
Total charge: -1

Atoms and positions in Å:
O (1.54, 0.52, -2.68)
C (0.90, 0.48, -1.60)
O (0.89, -0.47, -0.71)
B (0.02, -0.09, 0.38)
O (-0.36, 1.28, 0.16)
C (0.13, 1.63, -0.97)
O (-0.05, 2.76, -1.50)
O (0.66, -0.15, 1.71)
C (-0.01, -1.07, 2.41)
O (0.40, -1.51, 3.46)
C (-1.14, -1.68, 1.57)
O (-1.18, -0.96, 0.49)
O (-1.81, -2.69, 1.83)
C (-0.50, -3.85, 5.37)
C (-0.27, -5.19, 4.64)
O (0.30, -6.12, 5.60)
O (0.70, -3.38, 6.00)
H (-1.24, -3.94, 6.17)
H (-1.07, -3.10, 4.83)
H (0.52, -5.01, 3.91)
H (-1.17, -5.53, 4.14)
H (-0.23, -6.92, 5.67)
H (0.51, -2.48, 6.28)
C (0.85, -1.92, -5.74)
C (0.80, -0.39, -5.70)
O (-0.03, 0.09, -6.80)
O (-0.31, -2.52, -5.06)
H (1.69, -2.34, -5.18)
H (0.96, -2.37, -6.73)
H (1.77, 0.08, -5.87)
H (0.52, -0.10, -4.69)
H (-0.97, -0.04, -6.66)
H (-0.97, -2.50, -5.76)
C (-6.51, -2.16, 1.32)
C (-5.10, -2.70, 0.97)
O (-4.43, -2.79, 2.23)
O (-7.16, -3.20, 1.92)
H (-7.13, -1.93, 0.45)
H (-6.54, -1.22, 1.87)
H (-4.73, -2.00, 0.22)
H (-5.19, -3.72, 0.60)
H (-3.48, -2.86, 2.09)
H (-7.71, -3.57, 1.23)
C (-1.35, 6.14, -0.72)
C (-0.56, 7.49, -0.62)
O (-1.04, 8.35, 0.41)
O (-1.22, 5.32, 0.42)
H (-1.06, 5.66, -1.65)
H (-2.40, 6.35, -0.95)
H (-0.73, 7.91, -1.62)
H (0.52, 7.34, -0.52)
H (-0.34, 8.46, 1.06)
H (-0.40, 4.82, 0.36)
C (-0.01, 2.96, -5.04)
C (-0.24, 3.52, -6.42)
O (1.06, 3.73, -7.00)
O (-0.24, 3.92, -3.98)
H (1.02, 2.67, -4.83)
H (-0.56, 2.05, -4.79)
H (-0.89, 4.38, -6.53)
H (-0.55, 2.73, -7.10)
H (1.18, 4.68, -7.01)
H (-0.32, 3.38, -3.19)
C (3.53, 0.09, 3.75)
C (4.87, 0.59, 4.30)
O (5.49, -0.28, 5.21)
O (2.48, 0.02, 4.70)
H (3.68, -0.87, 3.26)
H (3.32, 0.79, 2.94)
H (4.71, 1.55, 4.79)
H (5.58, 0.66, 3.47)
H (5.29, 0.06, 6.08)
H (1.82, -0.60, 4.40)
C (1.89, -3.44, -0.08)
C (2.22, -4.18, 1.32)
O (3.56, -4.59, 1.30)
O (1.94, -4.35, -1.19)
H (2.59, -2.64, -0.30)
H (0.88, -3.02, -0.04)
H (1.66, -5.11, 1.48)
H (2.08, -3.46, 2.13)
H (3.55, -5.38, 0.75)
H (1.10, -4.37, -1.65)
C (-3.84, 2.00, -0.01)
C (-4.43, 1.10, 1.09)
O (-5.55, 1.60, 1.75)
O (-4.63, 2.03, -1.14)
H (-2.89, 1.53, -0.27)
H (-3.69, 2.99, 0.42)
H (-3.64, 0.99, 1.83)
H (-4.65, 0.12, 0.68)
H (-5.74, 1.04, 2.50)
H (-5.31, 2.68, -0.97)
C (4.74, 0.90, -1.31)
C (4.04, 0.27, -0.11)
O (5.01, 0.01, 0.95)
O (5.17, 2.21, -0.99)
H (4.05, 1.06, -2.14)
H (5.56, 0.28, -1.68)
H (3.68, -0.72, -0.39)
H (3.24, 0.93, 0.23)
H (5.17, -0.93, 1.01)
H (5.71, 2.20, -0.20)

Record 2
Molecular formula: C5H11NO2
Method: DFT, ωB97M-V with the def2-TZVPD basis set

Summary:
Energy above the lowest of the compared OMol25 structures with the same formula, charge and spin: 215.7 kcal per mole
HOMO-LUMO gap: 4.1 eV
Spin multiplicity: 1
LUMO level: -4.102 eV

Atoms and positions in Å:
C (1.57, 0.90, 0.27)
N (0.38, 1.31, 1.02)
C (-0.63, 0.34, 0.91)
C (-0.81, -0.19, -0.56)
C (-1.15, 0.98, -1.54)
O (1.02, -2.48, -0.50)
C (-0.42, -0.90, 1.96)
O (-0.80, -0.82, 3.19)
H (1.50, 0.98, -0.98)
H (1.82, -0.22, 0.44)
H (2.40, 1.53, 0.57)
H (-0.80, 1.83, -0.84)
H (-1.63, 0.77, 1.23)
H (-1.78, -0.82, -0.49)
H (0.11, -0.82, -0.80)
H (-2.24, 1.04, -1.88)
H (-0.54, 1.11, -2.49)
H (1.76, -2.77, -1.06)
H (0.25, -1.75, 1.56)